Entry 1:
# C5H6BrN3O3

C5H6BrN3O3 in the gas phase at a distorted geometry (ωB97M-V/def2-TZVPD, the OMol25 dataset).

The calculation puts the HOMO energy at -10.660 eV. As for the energy relative to the best compared isomer or geometry (same formula, charge and spin): 25.5 kcal per mole. The value obtained for the HOMO-LUMO gap is 10.084 eV. Its LUMO energy is -0.6 eV. The SMILES is N#C[C@@]1(Br)COCCN1[N+](=O)[O-].

```
! wB97M-V def2-TZVPD RIJCOSX def2/J DEFGRID3
* xyz 0 1
N -2.3252 0.1676 -2.6248
C -1.6683 -0.1346 -1.7136
C -0.8488 -0.4297 -0.6254
Br -1.9466 -1.2234 0.8950
C 0.3254 -1.3247 -0.9564
O 1.1455 -1.6958 0.1049
C 1.3434 -0.5906 1.0124
C 1.1448 0.7940 0.4406
N -0.1992 0.8607 -0.0180
N -1.0540 1.6848 0.6509
O -0.5200 2.5528 1.2792
O -2.2537 1.5996 0.5313
H -0.1206 -2.3668 -1.3669
H 0.9632 -1.0213 -1.7641
H 2.3397 -0.7874 1.5861
H 0.7508 -0.7537 1.8475
H 1.1854 1.6290 1.1344
H 1.7383 1.0393 -0.4131
*
```

Löwdin population analysis, charges in e, atoms 1 to 6: 0.224, -0.244, -0.611, 0.828, -0.243, -0.126

---

Entry 2:
# C5H6Cl2

C5H6Cl2 in the gas phase at a distorted geometry (ωB97M-V/def2-TZVPD, the OMol25 dataset).

The calculation puts the HOMO energy at -9.578 eV. As for the energy relative to the best compared isomer or geometry (same formula, charge and spin): 11.5 kcal per mole. The value obtained for the HOMO-LUMO gap is 10.363 eV. Its LUMO energy is 0.8 eV. The SMILES is C=C[C@@H]1[C@H](Cl)[C@@H]1Cl.

```
! wB97M-V def2-TZVPD RIJCOSX def2/J DEFGRID3
* xyz 0 1
C 0.9360 2.0759 -0.0590
C 0.7807 0.7782 -0.1284
C -0.5149 0.0588 -0.1310
C -0.7622 -1.1375 0.8163
Cl 0.5286 -1.5620 1.9772
C -0.6551 -1.3421 -0.6527
Cl 0.6698 -2.2000 -1.3984
H 0.1150 2.7761 0.1024
H 1.9513 2.5365 -0.0992
H 1.6559 0.1089 -0.2159
H -1.4001 0.6607 -0.2736
H -1.7296 -1.3269 1.2783
H -1.5755 -1.4266 -1.2161
*
```

Löwdin population analysis, charges in e, atoms 1 to 6: 0.003, -0.206, -0.297, -0.613, 0.601, -0.688

---

Entry 3:
# C5H6Cl2N2S

C5H6Cl2N2S in the gas phase at a distorted geometry (ωB97M-V/def2-TZVPD, the OMol25 dataset).

The calculation puts the HOMO energy at -8.659 eV. As for the energy relative to the best compared isomer or geometry (same formula, charge and spin): 0.0 kcal per mole. The value obtained for the HOMO-LUMO gap is 8.677 eV. Its LUMO energy is 0.0 eV. The SMILES is CS[C@]1(Cl)N=CCC(Cl)=N1.

```
! wB97M-V def2-TZVPD RIJCOSX def2/J DEFGRID3
* xyz 0 1
C -1.9255 -0.8849 1.2388
S -2.2409 0.8479 1.3506
C -0.9979 1.2975 0.1697
Cl -1.8229 2.7938 -0.6276
N -0.8421 0.4320 -0.9385
C 0.2533 0.3675 -1.5734
C 1.5358 1.0256 -1.1619
C 1.2938 1.5765 0.2485
Cl 2.7803 1.9477 1.0370
N 0.2115 1.6510 0.8872
H -2.8221 -1.3677 1.6586
H -0.9991 -1.0140 1.8700
H -1.6060 -1.2019 0.1552
H 0.3416 -0.2736 -2.5305
H 2.2541 0.2934 -1.1257
H 1.8286 1.8068 -1.7612
*
```

Löwdin population analysis, charges in e, atoms 1 to 6: -0.435, 0.819, -1.126, 0.532, -0.026, -0.121

---

Entry 4:
# C5H6ClFI2

C5H6ClFI2 in the gas phase at a distorted geometry (ωB97M-V/def2-TZVPD, the OMol25 dataset).

The calculation puts the HOMO energy (spin up / spin down) at -4.807 / -9.360 eV. The value obtained for the HOMO-LUMO gap (spin up / spin down) is 4.246 / 5.072 eV. Its LUMO energy (spin up / spin down) is -0.6 / -4.3 eV.

```
! wB97M-V def2-TZVPD RIJCOSX def2/J DEFGRID3
* xyz 0 3
C 1.5597 0.7181 0.0279
C 1.8039 -0.7607 0.1923
C 0.4985 -0.3342 -0.3426
C -0.7536 -0.4665 0.4025
C -1.9033 0.7832 -0.2448
F -2.0707 0.5780 -1.5440
Cl -1.0707 2.2797 -0.0447
I -1.7117 -2.4046 0.2360
I -3.9120 0.6354 0.5893
H 1.4366 1.1345 1.0249
H 2.1939 1.2208 -0.7866
H 2.4971 -1.3721 -0.5436
H 2.0175 -1.3081 1.1370
H 0.2094 -0.5294 -1.5226
H -0.7946 -0.1743 1.4191
*
```

Löwdin population analysis, charges in e, atoms 1 to 6: -0.149, -0.193, -0.470, -0.734, -1.365, -0.144

---

Entry 5:
# C5H6ClFO

C5H6ClFO in the gas phase at a distorted geometry (ωB97M-V/def2-TZVPD, the OMol25 dataset).

The calculation puts the HOMO energy at -10.194 eV. As for the energy relative to the best compared isomer or geometry (same formula, charge and spin): 80.7 kcal per mole. The value obtained for the HOMO-LUMO gap is 10.967 eV. Its LUMO energy is 0.8 eV. The SMILES is F[C@@]1([C@H]2CO2)C[C@@H]1Cl.

```
! wB97M-V def2-TZVPD RIJCOSX def2/J DEFGRID3
* xyz 0 1
F 1.8297 -0.4393 1.0559
C 0.5118 0.0237 0.5491
C 0.1176 -1.2524 -0.1443
C -0.8021 -1.3198 -1.3042
O 0.5465 -1.2262 -1.4984
C -0.1369 1.0155 1.3158
C 0.4823 1.4411 -0.0170
Cl -0.7336 1.9420 -1.2835
H 0.3622 -2.0413 0.6572
H -1.6106 -0.6680 -1.7059
H -1.1244 -2.4745 -1.3787
H 0.5445 1.6000 2.1412
H -1.2338 1.2281 1.6805
H 1.2469 2.1711 -0.0678
*
```

Löwdin population analysis, charges in e, atoms 1 to 6: -0.043, -0.381, -0.207, -0.176, -0.010, -0.107

---

Entry 6:
# C5H6ClN

C5H6ClN in the gas phase at a distorted geometry (ωB97M-V/def2-TZVPD, the OMol25 dataset).

The calculation puts the HOMO energy (spin up / spin down) at -6.977 / -6.975 eV. As for the energy relative to the best compared isomer or geometry (same formula, charge and spin): 136.2 kcal per mole. The value obtained for the HOMO-LUMO gap (spin up / spin down) is 7.103 / 7.107 eV. Its LUMO energy (spin up / spin down) is 0.1 / 0.1 eV.

```
! wB97M-V def2-TZVPD RIJCOSX def2/J DEFGRID3
* xyz 0 1
C 0.8773 -0.4184 -0.1189
C 0.9894 -1.4897 0.6729
C -0.0625 0.5564 0.1080
C -1.0336 -1.1304 1.9255
C -1.1779 1.1715 -0.5918
N 0.1852 -1.7049 1.7588
Cl -1.8139 -1.3030 3.3749
H 1.4175 -0.2837 -1.0151
H 1.9559 -2.1446 0.6158
H -1.7364 1.7710 0.1159
H -0.6453 1.8000 -1.3047
H -1.9068 0.3531 -0.9454
H 0.4796 -2.4014 2.4943
*
```

Löwdin population analysis, charges in e, atoms 1 to 6: -0.187, -0.224, -0.017, -0.609, -0.137, -0.113

---

Here are the calculated total energy numbers, same order: -3157.93117; -1114.44339; -1622.15051; -1349.30056; -829.26357; -708.84716 (Eh).